1.
The following is a DFT calculation (ωB97M-V with the def2-TZVPD basis set) of a structure of composition C36H42KN7O3PS in a non-equilibrium geometry.

As for the LUMO energy: 1.565 eV. The calculation puts the HOMO energy at -0.06838 hartree. The value obtained for the relative energy (zero: lowest compared OMol25 entry of this formula, charge and spin) is 1.492 eV. As for the net charge: -1. Its orbital gap is 3.426 eV. The calculation puts the calculated total energy at -91037.4621 eV.

Structure (XYZ):
```
91
Properties=species:S:1:pos:R:3:lowdin_charge:R:1
K -0.8458 1.2196 0.2643 0.669
O -1.4340 -0.7019 3.4790 -0.350
S -1.0332 0.6979 3.5833 0.563
O -0.8103 1.1660 4.9403 -0.330
N 0.0698 1.0563 2.5246 -0.235
C 1.4051 0.7620 2.7257 -0.256
C 2.0262 0.5991 3.9594 -0.028
C 3.4067 0.3564 4.0727 -0.096
C 4.2156 0.2453 2.9777 -0.081
C 3.6317 0.3385 1.6930 -0.173
C 4.3821 0.1474 0.5086 -0.035
C 3.7650 0.1483 -0.7074 -0.064
C 2.3712 0.3568 -0.7498 -0.154
N 1.6494 0.5837 0.3180 0.049
C 2.2425 0.5815 1.5483 -0.154
C -2.4743 1.6202 3.0237 -0.280
C -2.4184 2.8261 2.3375 -0.082
C -3.5935 3.4918 2.0148 -0.062
C -4.8162 2.9754 2.4101 -0.103
C -4.8696 1.7809 3.1256 -0.105
C -3.7030 1.0972 3.4255 -0.085
H 1.4252 0.6920 4.8523 0.088
H 3.8363 0.2618 5.0642 0.098
H 5.2811 0.0666 3.0717 0.096
H 5.4525 -0.0125 0.5900 0.108
H 4.3184 -0.0089 -1.6245 0.096
H 1.8340 0.3268 -1.6949 0.090
H -1.4631 3.2523 2.0647 0.093
H -3.5371 4.4188 1.4579 0.113
H -5.7319 3.4972 2.1571 0.098
H -5.8246 1.3802 3.4456 0.099
H -3.7243 0.1667 3.9779 0.113
C -0.3631 2.6998 -5.4184 -0.018
N -0.4091 1.5392 -4.5475 -0.128
C -0.0877 0.2394 -4.8761 -0.086
C -0.2297 -0.4802 -3.7226 -0.168
N -0.6264 0.3555 -2.7046 0.037
C -0.7325 1.5512 -3.2309 -0.169
H -0.1826 2.3696 -6.4385 0.081
H 0.4353 3.3761 -5.1163 0.087
H -1.3083 3.2381 -5.3845 0.091
H 0.2141 -0.0378 -5.8731 0.102
H -0.0579 -1.5332 -3.5557 0.086
H -1.0024 2.4511 -2.6763 0.116
C 1.9185 5.6813 -0.2793 -0.134
C 1.2737 4.2999 -0.5333 -0.586
C 1.8734 3.7349 -1.8259 -0.133
C -0.2486 4.2745 -0.5883 -0.210
H 3.0205 5.6402 -0.2065 0.053
H 1.5311 6.1083 0.6482 0.055
H 1.6515 6.3600 -1.0979 0.058
H 1.6109 3.6529 0.2937 0.099
H 1.6437 4.4105 -2.6619 0.063
H 1.4340 2.7587 -2.0491 0.030
H 2.9656 3.6268 -1.7721 0.063
H -0.6226 4.8591 -1.4499 -0.034
H -0.6968 4.6783 0.3376 -0.040
N 5.9945 -8.2601 1.7220 0.148
C 5.1156 -7.6020 1.3909 -0.183
C 4.0014 -6.7796 0.9735 -0.238
C 4.1379 -5.4025 0.8862 -0.014
C 3.0754 -4.6198 0.4730 0.013
C 1.8611 -5.2128 0.1549 -0.177
C 1.7136 -6.5887 0.2618 -0.001
C 2.7840 -7.3689 0.6623 -0.024
N 0.7856 -4.4105 -0.2767 -0.021
C -0.2737 -4.7847 -1.0920 -0.056
C -1.0370 -3.6685 -1.2284 -0.133
N -0.4851 -2.6202 -0.5190 0.081
C 0.5874 -3.0907 0.0338 -0.122
H 5.0864 -4.9441 1.1316 0.125
H 3.1940 -3.5475 0.3867 0.116
H 0.7554 -7.0469 0.0577 0.112
H 2.6763 -8.4421 0.7468 0.121
H -0.3565 -5.7693 -1.5185 0.109
H -1.9464 -3.5494 -1.7980 0.097
H 1.2441 -2.5291 0.6840 0.136
C -3.1946 -1.1036 0.5588 -0.158
P -3.7391 0.1289 -0.6254 0.526
C -5.4887 0.4449 -0.3229 -0.165
C -3.7271 -0.7270 -2.2131 -0.176
O -2.9542 1.3965 -0.6257 -0.495
H -3.9160 -1.9222 0.6179 0.064
H -3.0567 -0.6712 1.5506 0.028
H -2.2351 -1.4997 0.2210 0.017
H -6.0846 -0.4700 -0.2932 0.050
H -5.8461 1.0962 -1.1219 0.054
H -5.5727 0.9763 0.6251 0.026
H -4.3749 -1.6073 -2.1931 0.050
H -2.6980 -1.0136 -2.4328 0.017
H -4.0646 -0.0348 -2.9853 0.056
```

---

2.
The following is a DFT calculation (ωB97M-V with the def2-TZVPD basis set) of a structure of composition C36H42KN7O3PS.

As for the LUMO energy: 1.795 eV. The calculation puts the HOMO energy at -0.09250 hartree. The value obtained for the relative energy (zero: lowest compared OMol25 entry of this formula, charge and spin) is 0.563 eV. As for the net charge: -1. Its orbital gap is 4.312 eV. The calculation puts the calculated total energy at -91038.3909 eV.

Structure (XYZ):
```
91
Properties=species:S:1:pos:R:3:lowdin_charge:R:1
K 0.8547 1.0255 -0.3000 0.628
O -2.9992 1.3860 2.8277 -0.332
S -1.6178 1.8212 2.6785 0.566
O -1.2061 2.8180 3.6595 -0.350
N -1.2187 2.1930 1.1953 -0.161
C -1.8555 3.3017 0.6564 -0.270
C -2.7477 4.1339 1.3196 -0.045
C -3.3286 5.2592 0.7078 -0.095
C -3.0430 5.6130 -0.5774 -0.079
C -2.1463 4.8028 -1.3125 -0.171
C -1.7858 5.1073 -2.6453 -0.033
C -0.9227 4.3021 -3.3286 -0.059
C -0.4273 3.1562 -2.6725 -0.152
N -0.7377 2.8554 -1.4395 0.047
C -1.5687 3.6516 -0.7242 -0.158
C -0.6373 0.3717 3.0903 -0.253
C -0.1954 -0.6146 2.2205 -0.103
C 0.4493 -1.7409 2.7141 -0.084
C 0.6454 -1.9028 4.0761 -0.100
C 0.2017 -0.9187 4.9490 -0.085
C -0.4307 0.2123 4.4579 -0.072
H -3.0105 3.9294 2.3463 0.086
H -4.0147 5.8598 1.2943 0.098
H -3.4803 6.4880 -1.0430 0.097
H -2.2059 5.9956 -3.1049 0.108
H -0.6214 4.5179 -4.3451 0.096
H 0.2570 2.4790 -3.1767 0.101
H -0.2986 -0.5366 1.1505 0.055
H 0.8219 -2.4806 2.0160 0.109
H 1.1575 -2.7797 4.4535 0.098
H 0.3568 -1.0248 6.0159 0.098
H -0.7672 0.9927 5.1270 0.110
C -2.7490 -3.6898 3.1333 -0.021
N -2.8596 -2.8747 1.9447 -0.134
C -3.3837 -1.6094 1.8774 -0.078
C -3.1629 -1.1816 0.6019 -0.141
N -2.5182 -2.1558 -0.1205 0.075
C -2.3501 -3.1508 0.7180 -0.192
H -3.6671 -3.6133 3.7136 0.089
H -1.9085 -3.3657 3.7483 0.077
H -2.6075 -4.7299 2.8435 0.087
H -3.8022 -1.1078 2.7318 0.114
H -3.3981 -0.2154 0.1872 0.104
H -1.8693 -4.0940 0.5009 0.118
C 5.3002 0.2936 -2.9712 -0.133
C 4.1908 0.3796 -1.9056 -0.586
C 3.4228 -0.9455 -1.9091 -0.134
C 3.2350 1.5620 -2.0487 -0.257
H 5.9924 -0.5456 -2.8069 0.051
H 5.8808 1.2186 -2.9886 0.056
H 4.8497 0.1747 -3.9625 0.063
H 4.6996 0.4485 -0.9297 0.101
H 2.8224 -1.0090 -2.8246 0.067
H 2.7459 -0.9990 -1.0521 0.039
H 4.0815 -1.8213 -1.8722 0.062
H 2.7723 1.4942 -3.0556 -0.022
H 3.8375 2.4905 -2.0791 -0.026
N -1.9062 -9.0906 -2.7319 0.142
C -1.7912 -7.9470 -2.7683 -0.193
C -1.6500 -6.5188 -2.8137 -0.245
C -0.4610 -5.9177 -2.4070 -0.023
C -0.3265 -4.5441 -2.4476 0.002
C -1.3803 -3.7454 -2.8959 -0.175
C -2.5675 -4.3515 -3.3034 0.003
C -2.7017 -5.7257 -3.2634 -0.022
N -1.2536 -2.3510 -2.9205 -0.019
C -2.2185 -1.4284 -3.2886 -0.059
C -1.7137 -0.2115 -2.9745 -0.122
N -0.4694 -0.3444 -2.3997 0.055
C -0.2304 -1.6197 -2.3763 -0.159
H 0.3610 -6.5282 -2.0593 0.121
H 0.6048 -4.1010 -2.1293 0.109
H -3.3995 -3.7520 -3.6380 0.104
H -3.6289 -6.1861 -3.5755 0.120
H -3.1612 -1.7099 -3.7169 0.104
H -2.1692 0.7566 -3.1020 0.099
H 0.6665 -2.0660 -1.9816 0.110
C 2.3264 2.6142 3.7027 -0.163
P 3.1179 2.0733 2.1743 0.514
C 4.8942 2.0817 2.5105 -0.178
C 2.8434 3.3842 0.9770 -0.179
O 2.6419 0.7360 1.7248 -0.418
H 2.7418 3.5601 4.0553 0.053
H 2.4664 1.8457 4.4646 0.053
H 1.2541 2.7370 3.5316 0.031
H 5.2296 3.0543 2.8731 0.046
H 5.4194 1.8363 1.5868 0.049
H 5.1203 1.3177 3.2547 0.049
H 3.4005 4.2849 1.2401 0.054
H 1.7766 3.6243 0.9524 0.050
H 3.1316 3.0051 -0.0150 0.011
```

---

3.
The following is a DFT calculation (ωB97M-V with the def2-TZVPD basis set) of a structure of composition C36H43As2IrN4O12PTe in a non-equilibrium geometry.

As for the LUMO energy (alpha / beta): 2.236 / 1.059 eV. The calculation puts the HOMO energy (alpha / beta) at -0.13090 / -0.18574 hartree. The value obtained for the relative energy (zero: lowest compared OMol25 entry of this formula, charge and spin) is 0.092 eV. As for the net charge: -1. The spin multiplicity is 5. Its orbital gap (alpha / beta) is 5.798 / 6.114 eV. The calculation puts the calculated total energy at -209659.6244 eV.

Structure (XYZ):
```
100
Properties=species:S:1:pos:R:3:mulliken_spin:R:1
Ir -1.1645 0.6879 0.9843 0.113
O -3.6732 3.3418 2.7958 0.003
C -3.0964 2.4569 2.1682 -0.008
N -1.7945 2.2590 2.0226 0.011
C -0.7539 3.0700 2.6167 0.017
C 0.5973 2.5398 2.1739 -0.048
C 1.7805 3.2142 2.5307 0.378
C 3.0359 2.6460 2.2297 -0.038
C 3.0942 1.5755 1.4053 0.335
C 1.8522 1.1122 0.7258 -0.121
N 0.6303 1.4260 1.4732 0.289
C -3.8969 1.4072 1.3913 -0.002
C -5.2755 1.4054 1.4204 0.003
C -5.9538 0.4388 0.6923 0.001
C -5.2362 -0.4853 -0.0484 -0.002
C -3.8506 -0.4328 -0.0347 0.009
N -3.2120 0.4939 0.6755 -0.007
H -0.8233 3.0776 3.7114 -0.006
H -0.8233 4.1116 2.2787 0.001
H 1.7044 4.1258 3.1057 0.011
H 3.9313 3.0555 2.6765 0.009
H 4.0259 1.0886 1.1507 -0.005
H 1.7339 1.8108 -0.1373 0.138
H -5.7709 2.1621 2.0111 0.000
H -7.0356 0.4090 0.7017 0.000
H -5.7289 -1.2457 -0.6362 0.000
H -3.2316 -1.1100 -0.6113 -0.008
C 2.2437 1.2136 -3.2669 0.010
O 1.6795 0.7280 -2.0473 0.002
C 2.5030 -0.0120 -1.3101 -0.061
O 3.6159 -0.3174 -1.6595 0.000
C 1.9344 -0.2993 0.0836 0.243
C 2.6625 -1.4113 0.7027 0.280
As 3.2256 -2.8757 -0.4700 -0.010
C 2.8236 -4.4658 0.6322 0.086
C 1.6560 -2.9412 -1.6945 0.232
C 0.5283 -2.0980 -1.7289 0.450
As 0.0339 -1.1684 -0.1212 0.072
C -0.0705 -2.6926 1.0920 0.086
C -0.7045 -2.2035 -2.5002 -0.051
O -1.7892 -2.1185 -1.9231 0.070
O -0.7297 -2.2807 -3.8416 0.014
C 0.4657 -2.0315 -4.5686 0.032
C 1.6920 -4.1292 -2.4892 0.077
O 0.7712 -4.6401 -3.1086 0.158
O 2.9436 -4.7743 -2.4893 0.001
C 3.8454 -4.2326 -3.4368 0.013
C 2.8862 -1.4071 2.1281 0.174
O 2.4528 -0.5662 2.9015 0.155
O 3.6331 -2.4523 2.5618 0.018
C 3.7716 -2.5213 3.9764 -0.013
H 1.4130 1.6577 -3.8025 -0.004
H 2.6933 0.3961 -3.8293 0.000
H 3.0014 1.9655 -3.0478 -0.001
H 3.7568 -4.7957 1.0862 -0.001
H 2.4661 -5.2336 -0.0515 -0.013
H 2.0928 -4.2854 1.4112 -0.009
H 0.2590 -3.5834 0.5650 -0.005
H -1.1290 -2.7504 1.3452 -0.002
H 0.4838 -2.5442 2.0167 -0.019
H 0.1460 -1.7961 -5.5824 -0.003
H 1.1080 -2.9097 -4.5775 -0.004
H 0.9888 -1.1783 -4.1401 -0.010
H 3.5810 -4.5630 -4.4455 -0.003
H 4.8406 -4.5942 -3.1841 0.000
H 3.8471 -3.1386 -3.3955 -0.001
H 4.2879 -3.4573 4.1735 -0.001
H 2.7949 -2.5088 4.4624 0.006
H 4.3556 -1.6795 4.3490 0.003
C -4.1707 3.4563 -2.9542 0.000
C -3.5685 3.2426 -1.5823 0.000
O -2.2961 3.8980 -1.4796 0.002
P -0.9422 3.0308 -1.5927 0.002
O -1.1753 1.6817 -0.9580 -0.027
Te 0.7854 4.4736 -0.8973 0.020
O -0.8639 2.6710 -3.1617 -0.003
C -0.7296 3.7196 -4.1244 0.002
C -0.7345 3.0884 -5.4981 0.000
H -5.2134 3.1349 -2.9535 0.000
H -3.6368 2.8810 -3.7104 0.000
H -4.1375 4.5119 -3.2250 0.000
H -3.4505 2.1797 -1.3661 0.000
H -4.1927 3.6831 -0.8040 0.000
H 0.1942 4.2707 -3.9257 0.000
H -1.5631 4.4188 -4.0134 0.000
H 0.1306 2.4409 -5.6406 0.000
H -0.7144 3.8651 -6.2636 0.000
H -1.6312 2.4849 -5.6373 0.000
N -1.4736 -0.5889 2.4299 0.635
C -0.9603 -0.7515 3.6656 -0.045
C -0.1122 0.1141 4.3993 0.137
C 0.3198 -0.2102 5.6688 -0.142
C -0.0538 -1.4083 6.2684 0.215
C -0.8924 -2.2825 5.5778 -0.114
C -1.3444 -1.9568 4.3188 0.188
H 0.2230 1.0273 3.9511 0.071
H 0.9773 0.4712 6.1937 -0.003
H 0.3026 -1.6588 7.2595 0.015
H -1.1969 -3.2162 6.0351 -0.003
H -2.0047 -2.6178 3.7715 0.008
```

---

Q: Which of these has the lowest calculated total energy?
A: C36H43As2IrN4O12PTe

---

Q: Which value of relative energy (zero: lowest compared OMol25 entry of this formula, charge and spin) does entry 3 give?
A: 0.092 eV